# 1
Below is a cluster of 2 separate species, HO5S in total, with properties calculated with wB97M-V/def2-TZVPD.

XYZ file:
```
7
HO5S | the OMol25 dataset | wB97M-V/def2-TZVPD
O -1.9394 0.8052 -1.1842
O 0.2306 2.0226 -1.4379
O -0.9496 1.9801 0.7192
O 1.4935 -1.9791 0.5155
O 0.5945 -2.9502 0.9064
S -0.7220 1.2928 -0.5084
H 1.2923 -1.1714 0.9894
```

**HOMO energy (alpha / beta)**: -5.09 / -3.56 eV
**Energy above the lowest of the compared OMol25 structures with the same formula, charge and spin**: 63.8 kcal per mole
**Orbital gap (alpha / beta)**: 8.57 / 5.20 eV
**Charge**: -1

***

# 2
Below is a cluster of 2 separate species, HO5S2 in total, with properties calculated with wB97M-V/def2-TZVPD.

XYZ file:
```
8
HO5S2 | the OMol25 dataset | wB97M-V/def2-TZVPD
O -0.5686 0.6857 0.6559
O -2.3214 -0.3729 -1.0937
O 2.1091 -0.8944 -0.4836
O -2.1875 -1.5963 1.0002
O 1.1468 2.3774 0.3960
S -1.4599 -1.0496 -0.1282
S 0.4177 1.3148 -0.2684
H 2.8637 -0.4647 -0.0783
```

**HOMO energy (alpha / beta)**: -4.53 / -4.46 eV
**Energy above the lowest of the compared OMol25 structures with the same formula, charge and spin**: 48.7 kcal per mole
**Orbital gap (alpha / beta)**: 7.26 / 7.18 eV
**Charge**: -1

***

# 3
Below is the ion HO5S2 with charge -1, with properties calculated with wB97M-V/def2-TZVPD.

XYZ file:
```
8
HO5S2 | the OMol25 dataset | wB97M-V/def2-TZVPD
O 1.7853 0.4441 0.9542
O -0.7531 -0.1321 1.8518
O 0.0023 0.0884 -1.0773
O 0.0661 2.1074 2.1653
O 2.8995 0.8146 -1.2901
S 0.3108 0.7060 2.2698
S 1.7315 1.1502 -0.4753
H -0.2475 0.0989 -0.1322
```

**HOMO energy**: -5.46 eV
**Energy above the lowest of the compared OMol25 structures with the same formula, charge and spin**: 26.5 kcal per mole
**Orbital gap**: 9.10 eV
**Charge**: -1

***

# 4
Below is a cluster of 2 separate species, HOS3 in total, with properties calculated with wB97M-V/def2-TZVPD.

XYZ file:
```
5
HOS3 | the OMol25 dataset | wB97M-V/def2-TZVPD
O -1.9080 -0.2738 0.1508
S -1.4078 1.5570 -1.9408
S 2.7164 -0.6027 1.1286
S -0.9734 -0.0701 -1.0481
H 1.5727 -0.6104 1.7095
```

**HOMO energy (alpha / beta)**: -3.47 / -2.65 eV
**Energy above the lowest of the compared OMol25 structures with the same formula, charge and spin**: 23.3 kcal per mole
**Orbital gap (alpha / beta)**: 5.02 / 3.51 eV
**Charge**: -1

***

# 5
Below is a structure of composition HgI2O4S, with properties calculated with wB97M-V/def2-TZVPD.

XYZ file:
```
8
HgI2O4S | the OMol25 dataset | wB97M-V/def2-TZVPD
Hg -1.2874 1.1717 1.3336
S 0.3499 -1.2593 -0.8246
O 1.4535 -2.0386 -0.1084
O -0.8637 -2.0892 -1.1346
O 0.0498 -0.1372 0.0812
O 1.0427 -0.9053 -2.0270
I 0.4110 2.2187 3.4803
I -1.1558 3.0393 -0.8005
```

**HOMO energy (alpha / beta)**: 3.00 / 2.64 eV
**Spin multiplicity**: 2
**Orbital gap (alpha / beta)**: 4.05 / 4.27 eV
**⟨S²⟩**: 0.755
**Charge**: -3

***

# 6
Below is a structure of composition IK5, with properties calculated with wB97M-V/def2-TZVPD.

XYZ file:
```
6
IK5 | the OMol25 dataset | wB97M-V/def2-TZVPD
K 0.1007 -1.3438 3.7253
K -2.3800 0.9236 -3.1583
K 3.5061 -0.6418 0.2725
K -1.4564 -3.2194 -0.2560
K 0.4531 4.0566 -0.0938
I -0.2235 0.2248 -0.4897
```

**HOMO energy**: -21.09 eV
**Orbital gap**: 8.69 eV
**Charge**: +4

***

# 7
Below is a structure of composition IN2O10SSr, with properties calculated with wB97M-V/def2-TZVPD.

XYZ file:
```
15
IN2O10SSr | the OMol25 dataset | wB97M-V/def2-TZVPD
Sr 0.1961 0.4072 1.6965
N -2.8906 2.2800 0.6382
O -3.9265 1.7190 0.1478
O -3.2123 3.4579 0.7947
O -1.8477 1.6714 0.7951
N 2.7721 -2.1806 0.4832
O 2.3095 -2.1601 -0.6057
O 3.8794 -2.6475 0.5609
O 2.3525 -1.5840 1.4646
I -1.3303 -1.4479 3.4443
S 0.3341 0.0860 -1.8493
O 1.2356 -0.7428 -2.6819
O -0.8533 -0.5825 -1.5300
O 0.9810 0.5828 -0.7031
O 0.0003 1.1410 -2.6553
```

**HOMO energy**: 2.86 eV
**Energy above the lowest of the compared OMol25 structures with the same formula, charge and spin**: 38.5 kcal per mole
**Orbital gap**: 3.36 eV
**Charge**: -3

***

# 8
Below is the ion IO2S with charge -1, with properties calculated with wB97M-V/def2-TZVPD.

XYZ file:
```
4
IO2S | the OMol25 dataset | wB97M-V/def2-TZVPD
O 2.2024 -0.6553 -0.2392
O -2.5494 -0.2495 0.6034
S 1.1587 0.2497 -0.9097
I -0.8117 0.6551 0.5456
```

**HOMO energy (alpha / beta)**: -3.50 / -3.49 eV
**Energy above the lowest of the compared OMol25 structures with the same formula, charge and spin**: 97.9 kcal per mole
**Orbital gap (alpha / beta)**: 6.76 / 6.75 eV
**Charge**: -1

***

# 9
Below is a structure of composition Li2N2O10SSr3, with properties calculated with wB97M-V/def2-TZVPD.

XYZ file:
```
18
Li2N2O10SSr3 | the OMol25 dataset | wB97M-V/def2-TZVPD
Sr 1.9759 -2.3646 4.3210
Sr 0.4764 -3.9271 -0.9856
Sr -3.1117 -1.2780 0.5004
Li -0.8338 1.5281 0.7515
Li 1.7889 0.3622 -0.5681
N 0.2733 3.7676 -0.6794
O 0.7555 2.7341 -0.1843
O -0.6598 4.3706 -0.2344
O 0.9269 4.3374 -1.6149
N -0.1734 -1.0273 -2.2536
O 0.7064 -1.8166 -2.4445
O 0.1081 0.2133 -2.3766
O -1.0712 -1.4060 -1.6493
S -0.2113 -1.1205 1.4874
O 0.3691 -1.6049 2.8492
O -1.4384 -0.4981 1.7035
O 0.5025 -0.0006 0.7577
O -0.3833 -2.2696 0.6202
```

**HOMO energy**: -16.54 eV
**Energy above the lowest of the compared OMol25 structures with the same formula, charge and spin**: 0.0 kcal per mole
**Orbital gap**: 2.00 eV
**Charge**: +4

***

# 10
Below is a cluster of 2 separate species, N2 in total, with properties calculated with wB97M-V/def2-TZVPD.

XYZ file:
```
2
N2 | the OMol25 dataset | wB97M-V/def2-TZVPD
N 0.0000 0.0000 0.9718
N 0.0000 0.0000 -0.9718
```

**HOMO energy**: -11.37 eV
**Energy above the lowest of the compared OMol25 structures with the same formula, charge and spin**: 289.5 kcal per mole
**Orbital gap**: 7.93 eV
**Charge**: 0

***

# 11
Below is a structure of composition N2O18S3Zn2, with properties calculated with wB97M-V/def2-TZVPD.

XYZ file:
```
25
N2O18S3Zn2 | the OMol25 dataset | wB97M-V/def2-TZVPD
Zn 6.4894 7.3394 6.0718
Zn 11.4312 9.2877 9.2349
S 6.9173 10.2763 4.8705
O 7.9117 10.8663 3.9798
O 5.5767 10.8321 4.4798
O 6.9488 8.7780 5.0068
O 7.2190 10.8065 6.1503
S 13.3758 7.3997 7.2484
O 12.7747 7.9089 5.9506
O 14.8603 7.6036 7.3284
O 12.8201 8.1760 8.3821
O 13.1295 5.9447 7.3912
S 9.1129 11.5078 10.5462
O 9.5779 12.8899 10.6297
O 8.0677 11.5006 9.4885
O 10.2258 10.5964 10.1474
O 8.7161 11.2190 11.9393
N 5.8685 5.3321 8.6712
O 6.4249 4.2966 8.6521
O 6.1041 6.1319 7.7512
O 4.9534 5.7402 9.3647
N 9.2328 7.6376 7.6230
O 9.7227 6.7039 7.1452
O 8.1567 7.8333 7.2017
O 9.9540 8.4754 8.2320
```

**HOMO energy**: 3.01 eV
**Orbital gap**: 3.85 eV
**Charge**: -4

***

# 12
Below is a cluster of 2 separate species, N2O3 in total, with properties calculated with wB97M-V/def2-TZVPD.

XYZ file:
```
5
N2O3 | the OMol25 dataset | wB97M-V/def2-TZVPD
N 1.3592 0.7257 -0.0114
N -0.7755 0.0595 -0.0184
O -0.4490 -1.0908 0.0089
O 1.6361 -0.3775 0.0087
O -1.7708 0.6831 0.0122
```

**HOMO energy (alpha / beta)**: -8.40 / -12.43 eV
**Energy above the lowest of the compared OMol25 structures with the same formula, charge and spin**: 12.5 kcal per mole
**Spin multiplicity**: 3
**Orbital gap (alpha / beta)**: 8.30 / 10.21 eV
**⟨S²⟩**: 2.006
**Charge**: 0

***

# 13
Below is a structure of composition N4O33P4V5, with properties calculated with wB97M-V/def2-TZVPD.

XYZ file:
```
46
N4O33P4V5 | the OMol25 dataset | wB97M-V/def2-TZVPD
O -2.1833 2.3154 -1.5558
V -1.5523 0.8976 -1.8085
O 2.8241 0.5259 -2.0443
V 2.1793 1.5523 -1.0231
O -3.5608 -0.4727 1.5350
V -2.1152 -1.0656 1.3204
O 2.9338 1.5949 4.0646
V 2.1322 0.9065 2.9112
O 2.1531 -2.5439 0.1391
V 0.7526 -3.1965 -0.1757
N 4.7949 1.0770 0.6886
O 4.0840 1.7627 -0.1407
O 4.5273 1.1692 1.8969
O 5.7458 0.4269 0.2714
N 1.5660 4.7622 -0.0990
O 1.1159 5.3718 0.8889
O 1.8142 3.5048 0.0113
O 1.9161 5.3600 -1.1294
N -0.4474 -2.0187 -2.8828
O -0.7617 -0.8427 -3.2275
O 0.6406 -2.1804 -2.1953
O -1.0908 -2.9731 -3.2407
N 0.4512 2.9520 -3.5757
O 0.6281 3.8317 -4.4321
O -0.5288 2.2069 -3.6478
O 1.2884 2.8457 -2.6292
P -4.0113 -1.0737 -1.4990
O -5.2731 -0.5548 -0.8218
O -2.8355 -1.6315 -0.5212
O -3.2736 0.1291 -2.2602
O -4.3089 -2.2290 -2.4682
P -1.3644 -4.0241 1.1594
O -1.7152 -5.4355 1.5595
O -2.3462 -2.9691 1.8358
O -1.2393 -3.8464 -0.3850
O 0.1046 -3.6450 1.6526
P -0.6466 -0.7136 4.2758
O -1.7263 -0.3001 3.1029
O -1.2612 -0.1703 5.5982
O 0.7065 0.0246 3.9306
O -0.5054 -2.2170 4.3619
P 0.1136 0.1511 0.2478
O -1.3583 0.6705 0.3714
O 0.3818 0.6916 -1.1890
O -0.1748 -1.3402 0.2261
O 1.4261 0.7133 0.9026
```

**HOMO energy (alpha / beta)**: 7.29 / 7.26 eV
**Spin multiplicity**: 6
**Orbital gap (alpha / beta)**: 3.52 / 3.54 eV
**⟨S²⟩**: 8.832
**Charge**: -6

***

# 14
Below is a structure of composition N6O22Pb4S, with properties calculated with wB97M-V/def2-TZVPD.

XYZ file:
```
33
N6O22Pb4S | the OMol25 dataset | wB97M-V/def2-TZVPD
Pb -1.5792 3.4575 0.7190
Pb 1.4544 -2.5747 -0.8388
Pb 2.6119 1.8554 -1.3430
Pb -2.5066 -2.2979 2.1661
N 1.0189 -0.5396 -3.9058
O 0.4886 -1.4268 -4.6307
O 1.3729 0.5473 -4.4534
O 1.4281 -0.9098 -2.9086
N -4.2606 1.6371 0.6048
O -5.2383 0.9119 0.5373
O -3.6793 1.9739 -0.4260
O -3.7321 1.9133 1.7122
N 1.4021 2.5757 1.9178
O 1.3992 2.6802 0.6640
O 2.2866 1.8120 2.3550
O 0.4125 2.9271 2.5504
N 0.9700 -1.4743 3.0600
O -0.2639 -1.6060 2.8025
O 1.6534 -1.2476 2.1304
O 1.3399 -1.3764 4.2623
N -0.5710 0.0298 0.1576
O 0.3626 0.4011 -0.5572
O -1.1850 0.9509 0.7004
O -0.9030 -1.0213 0.1637
N -4.1334 -1.7664 -1.5696
O -3.9056 -3.0671 -1.5690
O -5.0658 -1.1099 -2.0166
O -3.3697 -1.0327 -0.9756
S 4.4538 -0.4114 -0.2546
O 2.9944 -0.6962 -0.4231
O 4.6320 0.9699 -0.5023
O 4.7835 -0.9511 1.0627
O 5.3286 -1.1341 -1.1920
```

**HOMO energy**: -8.45 eV
**Orbital gap**: 3.98 eV
**Charge**: 0